# 1
The following is a DFT calculation (ωB97M-V/def2-TZVPD) of a molecular structure, C25H33O2V.

Results
total charge = -1
spin multiplicity = 4
E_LUMO (alpha / beta) = 2.5011 / 2.4972 eV
molecular weight = 416.48 g/mol
orbital gap (alpha / beta) = 3.74 / 6.36 eV
energy above the lowest of the compared OMol25 structures with the same formula, charge and spin = 0.183 eV
E_HOMO (alpha / beta) = -0.0456 / -0.1420 Eh

Atoms and positions in Å:
O -1.80 -2.63 -1.38
C -1.06 -3.91 -1.37
C -2.26 -4.82 -1.51
H -0.59 -4.09 -0.40
H -0.33 -3.91 -2.18
C -2.99 -3.47 -1.41
H -2.50 -5.49 -0.67
H -2.32 -5.29 -2.49
C -3.72 -3.40 -0.09
H -3.00 -3.51 0.74
H -4.45 -4.22 -0.01
H -4.24 -2.44 0.01
C -3.89 -3.27 -2.61
H -3.32 -3.31 -3.53
H -4.40 -2.30 -2.54
H -4.64 -4.07 -2.63
V 0.35 2.26 -0.12
C 0.61 3.96 -1.42
C 1.96 3.48 -1.44
C 1.95 2.16 -1.95
H 2.84 4.05 -1.14
C 0.60 1.81 -2.30
C -0.23 2.94 -2.00
H -1.29 2.99 -2.20
H 0.32 4.96 -1.13
H 2.82 1.52 -2.11
H 0.25 0.89 -2.77
C -0.56 3.58 1.41
C -1.54 3.35 0.38
C -2.01 2.01 0.49
H -1.95 4.11 -0.28
C -1.35 1.41 1.61
C -0.45 2.36 2.16
H 0.17 2.19 3.04
H -0.10 4.52 1.65
H -2.81 1.56 -0.09
H -1.61 0.46 2.06
O -0.40 -2.58 1.04
C -0.41 -1.24 0.47
C 0.62 -1.21 -0.65
H -0.06 -0.58 1.29
H -1.41 -0.93 0.18
C 1.74 -2.05 -0.05
H 0.92 -0.22 -1.01
H 0.17 -1.75 -1.48
C 1.01 -2.97 0.96
H 2.45 -1.39 0.47
H 2.26 -2.59 -0.85
H 1.45 -2.91 1.98
H 1.06 -4.04 0.65
C 4.41 2.70 3.00
C 3.67 3.81 2.58
C 2.58 3.62 1.70
C 2.20 2.35 1.27
C 2.90 1.24 1.75
C 4.04 1.42 2.57
H 5.26 2.85 3.67
H 3.89 4.82 2.92
H 2.01 4.49 1.36
H 2.56 0.22 1.51
H 4.63 0.56 2.89

# 2
The following is a DFT calculation (ωB97M-V/def2-TZVPD) of a molecular structure, C2H2I2OS.

Results
E_LUMO (alpha / beta) = -1.2581 / -0.3585 eV
molecular weight = 327.91 g/mol
orbital gap (alpha / beta) = 6.96 / 7.75 eV
energy above the lowest of the compared OMol25 structures with the same formula, charge and spin = 3.428 eV
E_HOMO (alpha / beta) = -0.3020 / -0.2982 Eh

Atoms and positions in Å:
C 1.10 -0.09 1.58
C -0.64 -0.30 -0.72
O 0.36 0.77 1.84
S -0.22 -0.12 -2.45
I -1.83 1.26 0.22
I -1.36 -2.30 -0.37
H 2.13 -0.30 1.98
H 0.46 1.08 -2.07

# 3
The following is a DFT calculation (ωB97M-V/def2-TZVPD) of 2 unconnected molecules or ions with the total composition C3H11NO3.

Results
SMILES string = C[C@@H](O)ON.CO
E_LUMO = 0.8067 eV
molecular weight = 109.12 g/mol
orbital gap = 10.09 eV
energy above the lowest of the compared OMol25 structures with the same formula, charge and spin = 3.250 eV
E_HOMO = -0.3412 Eh

Atoms and positions in Å:
C 1.60 0.61 -1.09
C 0.97 1.18 0.18
O -0.31 1.67 -0.03
O 0.84 0.22 1.21
N 1.91 -0.72 1.29
H 2.59 0.24 -0.89
H 0.98 -0.20 -1.47
H 1.64 1.40 -1.84
H 1.59 2.03 0.54
H -0.92 0.95 0.20
H 1.47 -1.61 1.48
H 2.46 -0.45 2.11
C -2.39 -1.08 -0.58
O -2.15 -0.41 0.63
H -2.81 -0.41 -1.34
H -1.43 -1.45 -0.93
H -3.07 -1.93 -0.44
H -2.97 -0.04 0.97

# 4
The following is a DFT calculation (ωB97M-V/def2-TZVPD) of 6 unconnected molecules or ions with the total composition C2H17NO5.

Results
SMILES string = CNC.O.O.O.O.O
E_LUMO = 0.4004 eV
molecular weight = 135.16 g/mol
orbital gap = 10.06 eV
energy above the lowest of the compared OMol25 structures with the same formula, charge and spin = 1.637 eV
E_HOMO = -0.3550 Eh

Atoms and positions in Å:
C 2.33 -1.45 0.54
N 1.00 -1.97 0.08
C 0.05 -1.93 1.19
H 2.68 -0.69 -0.17
H 2.25 -0.91 1.48
H 3.08 -2.23 0.61
H 1.19 -2.90 -0.24
H 0.46 -2.20 2.16
H -0.73 -2.67 0.97
H -0.50 -1.00 1.16
O 0.90 1.37 -0.03
H 0.72 1.73 0.84
H 1.52 0.64 0.01
O 0.83 1.91 -2.84
H 0.01 1.45 -3.05
H 0.79 2.16 -1.91
O -1.27 -0.44 -2.30
H -1.92 -1.08 -2.62
H -0.62 -1.01 -1.86
O -1.60 0.77 3.14
H -1.09 1.58 3.18
H -1.91 0.69 2.22
O -1.81 1.22 0.41
H -2.30 1.85 -0.12
H -1.45 0.59 -0.22